(1)
Formula: CH6N3
Source: the OMol25 dataset
Level of theory: ωB97M-V with the def2-TZVPD basis set

Geometry as XYZ:
```
10
Properties=species:S:1:pos:R:3:forces:R:3
N -0.853 -0.853 0.451 0.4 -0.8 1.2
N 1.232 0.024 0.490 -0.1 -0.4 0.3
N -0.274 0.976 -0.951 0.0 -0.5 -1.7
C 0.015 0.031 -0.001 -0.4 0.9 0.1
H -0.591 0.532 -1.810 -0.1 0.3 0.1
H 1.924 0.691 0.231 0.1 0.6 -0.4
H 1.576 -0.758 1.006 0.1 -0.4 0.5
H -0.575 -1.301 1.315 -0.1 -0.4 -0.2
H -1.724 -1.209 0.086 0.0 0.8 -0.5
H -0.731 1.867 -0.818 0.0 -0.2 0.7
```
Positions in Å, forces in eV/Å.

Properties
**Strongest force on any atom**: 1.80 eV Å⁻¹
**Net charge**: +1
**E**: -5598.3426 eV
**Energy relative to the best compared isomer or geometry (same formula, charge and spin)**: 0.602 eV
**SMILES**: NC(N)=[NH2+]
**Kohn-Sham gap**: 0.4282 Ha

=====

(2)
Formula: C6H10N2
Source: the OMol25 dataset
Level of theory: ωB97M-V with the def2-TZVPD basis set

Geometry as XYZ:
```
18
Properties=species:S:1:pos:R:3:forces:R:3
N 1.889 0.646 -0.103 0.2 -0.4 -0.2
N 0.634 -0.871 1.733 0.4 0.6 0.9
C -1.774 1.409 0.070 -0.1 -0.2 -0.2
C 0.234 -2.075 -2.199 0.2 0.0 0.4
C -0.450 0.781 0.406 0.4 0.2 -1.0
C 0.553 -2.028 -1.044 -0.1 0.2 1.9
C -0.370 -0.074 1.534 0.0 -1.0 -0.1
C 0.624 0.931 -0.451 -0.5 0.6 1.2
H 0.488 1.444 -1.392 0.0 0.1 -0.1
H -2.291 1.735 0.975 0.0 0.0 0.0
H 1.962 0.032 0.708 0.2 0.0 -0.2
H -0.041 -2.075 -3.215 -0.1 -0.1 -0.5
H 2.599 0.593 -0.812 0.0 0.0 0.0
H -2.421 0.695 -0.449 -0.1 0.1 0.0
H 0.602 -1.372 2.615 -0.4 -0.1 -0.2
H -1.644 2.277 -0.576 -0.1 0.0 0.0
H 0.699 -1.877 0.088 0.0 -0.4 -2.2
H -1.294 -0.171 2.113 0.1 0.3 0.4
```
Positions in Å, forces in eV/Å.

Properties
**Strongest force on any atom**: 2.25 eV Å⁻¹
**E**: -9361.2469 eV
**Energy relative to the best compared isomer or geometry (same formula, charge and spin)**: 3.190 eV
**SMILES**: [H]/N=C/C(C)=C\N.C#C
**Kohn-Sham gap**: 0.3175 Ha

=====

(3)
Formula: H22O11
Source: the OMol25 dataset
Level of theory: ωB97M-V with the def2-TZVPD basis set

Geometry as XYZ:
```
33
Properties=species:S:1:pos:R:3:forces:R:3
O -8.057 33.501 -6.159 1.7 -0.3 -0.6
O -9.950 30.894 -5.082 1.6 -3.9 1.2
O -9.447 30.113 -7.864 1.6 -1.6 -0.1
O -9.904 34.830 -5.432 0.5 4.4 3.7
O -10.497 35.056 -7.575 1.1 2.4 -2.9
O -12.848 33.725 -5.184 -0.6 0.5 -0.7
O -10.063 33.104 -3.817 2.6 1.9 3.0
O -11.895 31.865 -3.745 -3.6 -1.4 1.1
O -10.765 31.978 -8.108 1.2 -2.0 -2.4
O -10.330 32.775 -6.001 -2.5 1.0 -2.5
O -12.071 33.701 -8.077 -8.1 -0.3 -2.0
H -10.080 31.842 -5.127 0.2 -0.4 -0.2
H -10.697 32.390 -3.882 0.8 -0.5 1.3
H -10.181 32.047 -8.863 0.4 0.1 -0.3
H -12.552 31.168 -3.757 0.2 -0.6 0.1
H -7.872 33.630 -5.228 0.5 0.0 0.3
H -10.210 30.684 -7.954 -0.4 -0.7 0.5
H -12.031 32.337 -4.567 -0.6 0.0 -0.4
H -11.369 32.714 -8.205 0.1 -0.6 -0.5
H -10.122 34.783 -6.738 0.2 0.9 -0.2
H -9.513 33.956 -5.439 0.2 -0.1 0.2
H -8.294 32.577 -6.231 0.5 -0.5 0.0
H -10.077 32.388 -6.840 -0.2 -0.5 -0.6
H -10.598 33.891 -3.712 -0.1 -0.7 1.0
H -10.342 34.890 -4.583 0.3 1.0 -0.7
H -11.207 33.128 -6.155 0.2 0.1 0.1
H -12.250 34.274 -8.822 -0.1 0.4 -0.7
H -9.256 29.825 -8.757 0.2 -0.3 -0.2
H -12.936 33.456 -7.749 -0.8 -0.3 0.5
H -13.404 33.862 -4.417 -0.3 -0.1 0.3
H -12.558 34.603 -5.430 0.3 0.6 -0.3
H -11.228 34.455 -7.718 2.7 2.4 1.6
H -9.233 30.780 -4.459 0.2 -0.6 0.2
```
Positions in Å, forces in eV/Å.

Properties
**Strongest force on any atom**: 8.34 eV Å⁻¹
**E**: -22869.8555 eV
**Energy relative to the best compared isomer or geometry (same formula, charge and spin)**: 11.658 eV
**Kohn-Sham gap**: 0.3178 Ha

=====

(4)
Formula: C63H69N6O18PS
Source: the OMol25 dataset
Level of theory: ωB97M-V with the def2-TZVPD basis set

Geometry as XYZ:
```
158
Properties=species:S:1:pos:R:3:forces:R:3
S 1.218 -2.752 -4.493 -0.6 -0.1 0.1
P 3.411 4.342 -2.678 -1.1 0.3 -1.0
O -5.909 0.607 -4.017 -0.1 0.1 -0.1
O 1.182 2.474 5.863 -0.2 0.0 0.0
O 1.275 1.584 -0.603 -0.2 -0.1 -0.4
O 6.714 -6.269 2.618 0.2 0.2 -0.2
O -9.544 0.654 -0.729 -0.2 0.3 0.2
O 5.593 -5.821 6.273 0.0 0.0 0.0
O -0.632 0.528 10.440 0.0 0.0 0.0
O 2.087 3.767 2.472 0.0 0.0 -0.1
O -9.496 -3.174 -3.107 0.0 0.0 0.0
O 2.848 4.774 -3.967 0.1 -0.1 -0.2
O 3.427 -1.014 4.310 -0.1 0.0 0.1
O 4.827 5.005 -2.362 -0.1 -0.7 0.2
O 2.380 -0.328 -0.697 0.8 -0.6 0.1
O 7.265 -1.037 3.223 0.0 0.0 0.0
O 3.860 -10.801 5.801 0.0 0.0 0.0
O 3.558 2.736 -2.730 0.7 0.5 0.7
O -14.295 2.904 -1.357 0.0 0.0 0.0
O 3.490 -1.412 -5.056 -0.3 1.0 -0.5
N 3.822 -3.452 -4.360 -1.0 -0.3 0.2
N 5.029 -2.890 -4.642 1.0 0.4 -0.3
N -1.887 4.067 -3.335 0.7 -0.5 0.5
N -0.180 -1.401 -0.099 -0.3 -0.7 -0.6
N -2.305 2.706 -5.224 0.3 -0.3 0.4
N -3.424 2.189 -3.242 0.4 -0.3 0.2
C 1.772 1.440 2.358 -0.1 0.0 0.2
C 8.140 -4.401 2.521 0.0 0.0 0.0
C 0.690 -1.010 -4.531 0.9 0.6 -0.5
C -3.263 -0.781 -1.591 0.1 0.2 -0.3
C -8.675 -2.306 -3.313 0.0 0.0 0.0
C -6.735 -0.259 -3.808 0.0 0.0 0.1
C 2.926 -2.553 -4.628 0.8 -0.3 0.2
C 0.601 -2.488 0.514 -0.4 0.2 0.7
C -1.665 1.255 -0.986 -0.4 -0.8 -0.2
C 3.408 2.515 3.967 0.2 0.0 0.0
C -4.532 -1.807 0.243 0.4 0.4 -0.5
C 6.837 -5.066 2.758 0.0 0.0 0.0
C 3.746 1.314 4.424 0.1 0.0 -0.1
C 0.101 3.612 -0.958 0.7 0.4 -0.8
C 0.464 2.257 -1.607 0.1 1.0 1.3
C 1.479 0.350 -1.075 -1.0 0.6 0.3
C -0.614 1.213 -2.096 2.2 1.3 -0.3
C 5.832 -2.903 3.324 0.0 0.0 0.0
C -10.634 1.171 -0.871 0.0 0.0 0.0
C -13.071 1.024 -0.643 0.0 0.0 0.0
C -3.027 0.028 0.648 -0.2 -0.1 -0.2
C 4.815 -1.689 -5.051 -0.2 -1.0 0.4
C -2.152 2.674 -3.750 -0.9 0.9 -1.2
C -0.383 2.408 9.046 0.0 0.0 0.0
C 0.765 2.029 6.912 0.0 0.0 0.0
C 5.197 -6.963 6.163 0.0 0.0 0.0
C -10.769 2.533 -1.442 0.0 0.0 0.0
C 0.933 0.595 7.257 0.0 0.0 0.0
C -11.877 0.460 -0.485 0.0 0.0 0.0
C 2.306 4.851 -1.345 0.4 0.2 0.0
C 4.259 -9.661 5.906 0.0 0.0 0.0
C -7.979 -2.206 -4.622 0.0 0.0 0.0
C 4.504 2.062 -1.868 0.1 -0.6 0.5
C 7.135 -2.235 3.087 0.0 0.0 0.0
C -8.331 -1.308 -2.269 0.2 -0.2 -0.3
C -0.216 0.973 9.393 0.0 0.0 0.0
C 5.461 -7.752 4.936 0.1 0.0 0.0
C 0.824 4.736 -1.740 -0.5 -0.5 0.5
C 4.430 -7.617 7.255 0.0 0.0 0.0
C -0.036 -1.390 -1.580 0.4 -0.3 0.3
C 3.996 -8.868 7.135 0.0 0.0 0.0
C 5.025 -9.004 4.819 0.0 0.0 0.0
C 3.120 0.085 3.885 0.0 0.0 0.0
C -13.209 2.388 -1.213 0.0 0.0 0.0
C 5.696 -4.217 3.170 0.0 0.0 0.0
C -2.652 0.127 -0.708 -0.6 -0.3 0.6
C 0.072 2.897 7.895 0.0 0.0 0.0
C 1.261 -0.134 -3.401 -0.7 -0.6 0.0
C -0.958 1.726 -3.526 -0.6 -0.2 0.2
C -4.176 -1.731 -1.104 0.0 0.2 0.6
C 5.765 5.039 -3.452 1.0 0.4 -0.2
C -7.078 -1.256 -4.852 0.0 0.0 0.0
C 2.109 0.238 2.815 0.0 0.0 0.0
C 0.398 -0.012 -2.119 0.4 -0.3 0.6
C 4.465 2.439 -0.397 -0.2 -0.1 -0.1
C 7.035 4.241 -3.140 -0.8 -0.4 0.0
C 2.394 2.672 2.897 0.0 0.0 0.0
C -11.963 3.098 -1.601 0.1 0.0 0.0
C 0.479 0.106 8.408 0.0 0.0 0.0
C -2.989 -0.818 -3.076 -0.4 -1.0 0.1
C -7.429 -0.358 -2.503 0.0 -0.1 0.0
C 8.280 -3.087 2.674 0.0 0.0 0.0
C -3.943 -0.903 1.120 0.0 0.0 -0.2
H 0.591 -0.935 8.681 0.0 0.0 0.0
H 7.922 4.748 -3.500 0.1 0.1 0.1
H -3.262 -1.816 -3.433 0.1 -0.1 0.0
H -8.845 -1.404 -1.328 0.0 0.0 0.1
H -0.388 -0.979 -4.639 -0.1 -0.3 0.2
H -3.607 -0.135 -3.642 0.2 0.4 0.1
H 5.523 2.155 -2.238 -0.1 0.3 -0.3
H 4.755 -4.725 3.337 0.0 0.0 0.0
H -13.991 0.523 -0.369 0.0 0.0 0.0
H -2.085 4.714 -4.080 -0.2 0.1 0.1
H 4.250 -7.020 8.140 0.0 0.0 0.0
H -4.192 -0.933 2.171 0.0 0.1 0.1
H -6.558 -1.163 -5.797 0.0 0.0 0.0
H -0.039 3.938 7.622 0.0 0.0 0.0
H 1.442 -0.021 6.526 0.0 0.0 0.0
H -0.952 3.856 -0.941 -0.2 -0.3 0.2
H 2.524 4.356 -0.402 0.0 -0.1 0.1
H 5.340 4.686 -4.386 -0.4 0.0 0.1
H 5.538 -0.963 -5.362 -0.1 0.3 0.0
H 8.959 -5.042 2.220 0.0 0.0 0.0
H -2.592 0.712 1.365 0.1 0.0 0.0
H 5.206 -9.600 3.933 0.0 0.0 0.0
H 3.437 -9.366 7.917 0.0 0.0 0.0
H 0.685 4.524 -2.793 0.2 0.3 -0.2
H -7.161 0.380 -1.759 0.0 0.0 0.0
H 6.957 3.269 -3.623 0.2 -0.1 -0.1
H 6.023 -7.248 4.151 -0.2 -0.2 0.3
H 0.097 -2.756 1.445 0.0 0.0 0.1
H 7.085 4.048 -2.071 0.3 0.2 0.1
H -9.849 3.032 -1.717 0.0 0.0 0.0
H -1.120 1.388 -0.054 0.1 -0.1 0.1
H 2.198 -0.591 -3.099 0.1 0.0 0.1
H -8.247 -2.946 -5.367 0.0 0.0 0.0
H -11.754 -0.533 -0.071 0.0 0.0 0.0
H 2.538 5.905 -1.194 0.2 0.1 0.0
H -2.249 2.165 -1.087 0.0 0.1 -0.2
H -4.144 2.154 -3.945 -0.1 0.0 0.0
H -5.246 -2.536 0.595 0.0 -0.1 0.0
H -1.459 3.121 -5.601 -0.1 0.0 -0.2
H -12.085 4.090 -2.015 0.0 0.0 0.0
H 4.252 1.006 -1.930 -0.2 -0.1 -0.2
H 1.212 2.505 -2.354 -0.4 -0.3 -0.7
H -0.100 2.257 -3.933 0.1 0.1 0.1
H 3.849 3.426 4.351 0.0 0.0 0.0
H -1.940 -0.710 -3.305 0.0 0.4 -0.1
H -4.608 -2.436 -1.802 0.0 0.0 -0.1
H -0.922 -1.811 -2.044 -0.1 0.1 -0.2
H 0.520 3.629 0.045 -0.4 -0.2 0.3
H -3.084 3.315 -5.445 0.0 0.1 -0.1
H 4.892 3.417 -0.188 0.0 0.1 0.0
H 3.442 2.385 -0.038 -0.1 0.1 0.1
H 1.592 -2.154 0.802 0.3 -0.1 -0.4
H 5.024 1.687 0.157 0.1 0.0 0.0
H -3.741 2.665 -2.414 -0.1 0.1 0.0
H 0.635 -3.397 -0.089 0.2 0.0 -0.2
H -1.141 -1.681 0.054 -0.1 0.4 0.2
H 4.482 1.175 5.206 0.0 0.0 0.0
H 1.039 1.576 1.579 0.0 0.0 0.0
H 0.775 -2.077 -1.809 0.1 0.0 -0.2
H 9.222 -2.580 2.507 0.0 0.0 0.0
H 1.542 0.847 -3.775 -0.1 0.1 -0.2
H -1.117 0.916 -4.229 -0.2 -0.2 0.1
H 1.667 -0.671 2.430 0.0 0.0 0.0
H 5.011 -2.264 3.625 0.1 0.0 0.0
H 0.302 5.671 -1.544 0.2 0.2 0.0
H 6.028 6.082 -3.604 -0.1 0.2 0.1
H 1.092 -0.631 -5.469 -0.1 0.1 -0.1
H -0.892 3.022 9.778 0.0 0.0 0.0
H -2.365 4.327 -2.486 -0.1 0.1 0.0
```
Positions in Å, forces in eV/Å.

Properties
**Strongest force on any atom**: 2.60 eV Å⁻¹
**E**: -132364.0632 eV
**SMILES**: CCOP(=O)(CCC[C@H]1OC(=O)[C@@](CCSc2nnco2)(CNC)[C@]1(Cc1ccccc1C)CC(N)(N)N)OCC.O=C1C=CC(=O)C=C1.O=C1C=CC(=O)C=C1.O=C1C=CC(=O)C=C1.O=C1C=CC(=O)C=C1.O=C1C=CC(=O)C=C1.O=C1C=CC(=O)C=C1
**Kohn-Sham gap**: 0.2557 Ha